# 1
ORCA calculation (wB97M-V/def2-TZVPD) on 11 unconnected molecules or ions with the total composition C26H22Cl30F12N3O2P.

The geometry in XYZ format:
```
96
Properties=species:S:1:pos:R:3:forces:R:3:mulliken_charge:R:1
N -2.163648 1.836843 4.202003 2.615 0.072 -1.020 -0.490
P -1.993111 3.122156 2.964911 -0.189 0.893 -0.477 0.405
O -0.849408 4.290085 3.587067 -0.402 -0.662 -1.343 -0.542
C -1.162331 2.273173 1.421360 1.151 -1.762 -2.901 0.193
C -2.019351 2.131434 0.024632 4.939 -1.694 1.896 -0.677
C -1.267397 1.382121 -1.236202 2.917 0.092 3.365 -0.622
C 0.299880 0.839297 -1.061868 -3.016 1.241 0.916 0.595
C 1.042045 0.123831 -2.378982 1.308 0.725 2.282 -0.018
O 0.167642 0.082380 -3.574661 1.494 3.540 -2.169 -0.063
C 0.434242 1.207855 -4.485721 -0.536 0.785 -0.632 0.705
F 0.230456 2.518865 -3.807545 1.061 -4.380 -2.423 -0.231
F 1.814575 1.168591 -5.096271 -4.506 0.248 2.233 -0.232
F -0.506669 1.220233 -5.667642 3.281 -0.433 4.423 -0.251
C 1.151363 0.974894 0.367030 -1.169 0.194 -0.857 0.179
N 2.539399 0.400481 0.375192 -2.279 3.308 6.195 -0.308
C 3.152931 0.660593 1.723096 -2.114 0.478 -1.046 -0.383
C 2.457087 1.425770 2.980085 -2.096 0.170 -2.470 0.331
C 3.326904 1.648690 4.351901 -1.161 -0.912 -0.218 -0.009
C 4.887334 2.082929 4.132349 -0.334 -0.003 0.358 -0.738
C 5.133878 3.508906 3.370457 1.653 -0.875 -1.441 0.932
F 4.539316 3.592938 1.998826 1.532 -0.108 4.270 -0.286
F 6.626606 3.596226 3.145746 -4.246 0.064 0.630 -0.320
C 4.737690 4.846466 4.230011 0.017 0.568 2.438 0.531
F 5.671552 4.941511 5.414190 -2.968 -0.584 -3.854 -0.316
F 3.363394 4.809395 4.827953 4.196 -0.112 -2.071 -0.249
C 4.840881 6.261548 3.409165 2.057 2.288 0.364 0.419
F 5.759535 6.255330 2.249163 -3.088 -0.356 3.872 -0.239
F 5.407272 7.267298 4.384051 -1.915 -3.071 -3.237 -0.280
C 3.405334 6.882813 2.911710 -1.892 2.788 -1.923 0.650
F 2.570142 5.946174 2.108601 2.930 3.212 3.308 -0.190
F 3.749815 8.014946 1.972410 -1.251 -3.888 3.229 -0.255
F 2.621194 7.540710 4.023056 2.751 -2.888 -4.052 -0.225
N 1.046429 1.940710 2.936522 3.893 -2.964 -4.194 -0.203
C 0.393380 1.709446 1.603595 0.118 -0.223 -0.868 0.291
H -1.523689 1.997695 5.026110 -0.822 -0.065 -1.081 0.259
H -1.759168 0.966001 3.745717 -0.655 1.314 0.839 0.181
H -0.730482 5.070911 2.961428 -0.523 -1.641 1.033 0.308
H -3.125907 2.534049 0.018685 2.945 -1.698 -0.278 0.377
H -1.840900 1.249710 -2.247536 1.414 0.226 2.170 0.244
H 2.030539 0.743014 -2.576922 -2.349 -1.319 0.213 -0.494
H 1.400108 -0.977832 -2.090102 -1.169 2.423 -0.911 0.413
H 4.266856 0.265047 1.886130 -2.781 0.912 -0.603 0.107
H 2.716030 2.349981 5.087790 1.383 -1.312 -1.832 0.258
H 3.351044 0.587698 4.899614 0.003 2.390 -1.469 -0.229
H 5.432729 1.200016 3.567133 -0.928 2.238 0.968 0.289
H 5.376027 2.173681 5.216951 -0.921 0.013 -2.607 0.287
Cl 3.392246 -1.738361 6.419151 0.084 0.082 0.107 -0.141
C 3.953819 -0.705679 7.745022 0.007 -0.097 0.210 -0.008
Cl 4.223054 0.949514 7.173071 0.157 -0.248 0.760 -0.070
Cl 2.789955 -0.720699 9.080953 0.218 0.000 -0.213 -0.113
H 4.904049 -1.102322 8.111610 -0.330 0.149 -0.145 0.323
Cl -0.878508 -2.730624 -2.453094 -0.164 -0.063 -0.184 -0.016
C -1.758794 -2.585567 -3.984036 0.026 0.144 -0.044 -0.022
Cl -1.439371 -3.986724 -5.020380 -0.037 0.218 0.118 -0.060
Cl -3.497333 -2.414105 -3.688064 0.648 0.270 -0.263 0.011
H -1.407092 -1.688347 -4.499742 -0.087 -0.303 0.206 0.055
Cl 2.359087 -3.569289 -5.964664 -0.124 -0.022 -0.150 -0.094
C 1.558529 -4.192016 -7.417607 -0.062 0.045 -0.009 0.052
Cl 2.738917 -4.460911 -8.711307 -0.169 0.063 0.135 -0.133
Cl 0.683740 -5.689019 -7.052572 0.120 0.134 -0.115 -0.120
H 0.836668 -3.445921 -7.759526 0.239 -0.265 0.135 0.281
Cl -6.453407 -2.422463 -3.446071 -0.598 0.017 -0.078 -0.116
C -7.253966 -3.045190 -4.899015 0.069 0.071 -0.161 0.011
Cl -6.073577 -3.314084 -6.192716 -0.143 0.394 0.223 -0.096
Cl -8.128753 -4.542193 -4.533980 -0.059 0.304 0.155 -0.139
H -7.975826 -2.299095 -5.240933 0.252 -0.273 0.137 0.334
Cl 0.552086 -4.325052 0.220254 0.014 -0.206 0.145 -0.064
C -0.058316 -5.975007 0.431882 0.027 -0.033 -0.009 -0.049
Cl -1.717130 -5.949527 1.053952 0.163 -0.017 -0.050 -0.116
Cl 0.019259 -6.867763 -1.096675 -0.010 0.095 0.188 -0.117
H 0.575398 -6.485615 1.161495 -0.227 0.189 -0.260 0.341
Cl -5.615267 6.454474 -0.790088 -0.011 -0.161 0.162 -0.122
C -5.703805 4.973931 0.179386 -0.161 0.126 0.032 -0.049
Cl -6.918314 3.867622 -0.484188 0.144 0.123 0.126 -0.126
Cl -4.119195 4.184830 0.255890 -0.919 1.121 0.053 -0.095
H -6.003025 5.244877 1.195114 0.120 -0.109 -0.344 0.311
Cl -2.109766 0.501663 7.323831 -0.007 -0.231 0.065 -0.131
C -2.619023 -1.055900 6.649752 -0.077 0.002 0.027 0.032
Cl -4.383205 -1.210528 6.704810 0.275 -0.012 0.013 -0.124
Cl -2.030167 -1.237076 4.988443 0.002 -0.350 0.264 -0.103
H -2.184196 -1.853045 7.258138 -0.143 0.291 -0.230 0.328
Cl -5.065434 -7.677943 -2.963963 0.090 0.099 0.116 -0.108
C -4.503861 -6.645262 -1.638092 0.108 0.068 -0.003 0.035
Cl -4.234627 -4.990068 -2.210043 0.011 -0.533 0.171 0.050
Cl -5.667726 -6.660282 -0.302160 0.142 -0.026 -0.070 -0.141
H -3.553631 -7.041904 -1.271504 -0.313 0.135 -0.108 0.183
Cl 4.477198 3.327436 -3.882966 -0.002 -0.269 -0.007 -0.130
C 4.853878 1.596141 -3.861533 0.020 0.042 -0.163 0.180
Cl 6.583547 1.332405 -4.140769 -0.210 -0.005 0.006 -0.141
Cl 4.353946 0.869782 -2.324657 0.320 0.110 -0.095 -0.084
H 4.297043 1.112627 -4.668253 0.186 0.176 0.291 0.190
Cl -6.788041 -6.417123 -6.573887 0.199 -0.622 -0.325 -0.012
C -5.807444 -7.396575 -7.677894 -0.131 -0.083 0.074 -0.069
Cl -5.798797 -6.684490 -9.300282 -0.014 -0.101 0.134 -0.134
Cl -4.154276 -7.561123 -7.061874 -0.180 -0.015 -0.044 -0.106
H -6.252094 -8.393020 -7.741407 0.189 0.343 -0.008 0.325
```
Positions in Å, forces in eV/Å.

Output
- multiplicity = 1
- E_HOMO (hartree) = -0.301
- gap between HOMO and LUMO (eV) = 6.62
- SMILES = NP(O)c1ccc(COC(F)(F)F)c2ncc(CCC(F)(F)C(F)(F)C(F)(F)C(F)(F)F)nc12.ClC(Cl)Cl.ClC(Cl)Cl.ClC(Cl)Cl.ClC(Cl)Cl.ClC(Cl)Cl.ClC(Cl)Cl.ClC(Cl)Cl.ClC(Cl)Cl.ClC(Cl)Cl.ClC(Cl)Cl
- net charge = 0
- lowest unoccupied orbital energy (eV) = -1.6
- DFT total energy (Eh) = -16663.50850

***

# 2
ORCA calculation (wB97M-V/def2-TZVPD) on a molecular structure, C5H8O.

The geometry in XYZ format:
```
14
Properties=species:S:1:pos:R:3:forces:R:3:nbo_charge:R:1
C 1.388314 0.174850 0.732447 -0.269 0.025 -0.949 -0.654
C -0.035442 0.053597 -0.089011 2.070 0.602 -0.528 -0.248
C -0.489273 -1.272869 -0.666033 0.614 0.320 0.073 -0.411
C -1.179689 -0.832504 0.568702 0.776 0.503 0.548 -0.470
C -0.465277 1.323668 -0.678850 0.255 0.252 -0.155 0.418
O 0.019654 2.396042 -0.390923 -0.335 -0.183 -0.202 -0.546
H 2.028460 -0.586836 0.294438 0.272 0.250 -0.052 0.227
H 1.693088 1.198032 0.524678 0.364 -0.140 -0.102 0.264
H 1.481145 0.049188 1.844832 -0.902 -0.030 -0.841 0.236
H -0.944561 -1.192688 -1.663941 -0.148 0.070 0.661 0.229
H 0.223717 -2.092017 -0.607972 0.010 0.130 -0.007 0.216
H -0.144738 -0.298023 1.190800 -3.624 -2.004 0.951 0.396
H -2.214915 -0.451409 0.457346 0.950 0.201 0.435 0.220
H -1.288628 1.232553 -1.417908 -0.032 0.005 0.168 0.122
```
Positions in Å, forces in eV/Å.

Output
- energy relative to the best compared isomer or geometry (same formula, charge and spin) (kcal per mole) = 109.4
- multiplicity = 1
- E_HOMO (hartree) = -0.323
- gap between HOMO and LUMO (eV) = 9.71
- net charge = 0
- lowest unoccupied orbital energy (eV) = 0.9
- DFT total energy (Eh) = -270.38348

***

# 3
ORCA calculation (wB97M-V/def2-TZVPD) on C4H10NO5P in the gas phase.

The geometry in XYZ format:
```
21
Properties=species:S:1:pos:R:3:forces:R:3:nbo_charge:R:1
C -2.654890 -0.059295 -0.295826 0.269 0.300 0.487 -0.648
C -1.795147 1.169050 -0.220893 0.864 1.993 -2.399 -0.059
O -1.107244 1.214387 1.052793 -1.667 0.528 -1.048 -0.821
P 0.315290 0.736420 1.344673 0.500 -0.687 1.140 2.432
O 0.482921 0.441102 2.774678 0.643 0.266 -1.334 -1.026
O 0.611039 -0.324944 0.227321 0.014 0.605 -0.106 -0.853
C 1.794669 -1.064073 -0.194223 0.879 -0.238 1.690 -0.052
C 1.262328 -2.187563 -1.018388 -1.153 -2.318 1.078 -0.644
N 1.342741 2.168906 0.787822 0.385 -0.546 1.041 0.261
O 0.966726 3.322961 0.755206 0.350 -0.885 -0.323 -0.336
O 2.493886 1.741680 0.673967 -0.355 0.880 -0.378 -0.399
H -1.942642 -0.834156 -0.341187 0.717 -1.470 0.157 0.214
H -3.210703 -0.184936 0.667174 -0.094 0.184 -1.219 0.233
H -3.170805 -0.136960 -1.260406 -0.511 0.325 0.602 0.228
H -2.361106 2.113624 -0.393307 0.196 -0.560 1.015 0.202
H -1.039975 1.292500 -1.121198 -1.077 -0.861 1.818 0.183
H 2.454929 -0.438144 -0.797806 -0.087 0.328 0.528 0.202
H 2.286306 -1.431850 0.786014 -0.406 0.652 -1.813 0.206
H 0.733256 -2.856668 -0.235655 0.377 0.835 -1.538 0.215
H 0.491236 -1.798504 -1.739031 1.007 -0.622 0.422 0.225
H 2.047184 -2.883537 -1.451726 -0.849 1.292 0.179 0.236
```
Positions in Å, forces in eV/Å.

Output
- energy relative to the best compared isomer or geometry (same formula, charge and spin) (kcal per mole) = 94.5
- multiplicity = 1
- E_HOMO (hartree) = -0.398
- gap between HOMO and LUMO (eV) = 10.71
- SMILES = CCOP(=O)(OCC)[N+](=O)[O-]
- net charge = 0
- lowest unoccupied orbital energy (eV) = -0.1
- DFT total energy (Eh) = -930.67637